The following is a DFT calculation (ωB97M-V/def2-TZVPD) of an isolated ion of composition C12H21INO3 and charge +1.

Geometry as XYZ:
```
38
Properties=species:S:1:pos:R:3
H 5.568 0.531 -0.146
C 0.963 1.581 0.219
H 0.628 0.457 -1.589
C -3.064 0.003 1.631
H -0.502 -0.861 0.455
H -2.199 -1.772 -1.871
C 0.111 1.214 -1.001
H -1.210 0.999 2.036
H -2.551 -1.974 0.956
O -1.299 -3.670 -0.206
H -0.556 -1.218 -2.186
O 2.845 0.540 -0.755
H 5.539 -1.225 0.096
C -2.674 -0.985 0.520
C 3.812 -0.450 -0.805
C -1.213 -1.626 -1.422
H -2.596 2.060 2.178
H -2.979 -0.464 2.611
C -2.175 1.242 1.596
C -0.729 -2.996 -0.999
C 4.951 -0.315 0.155
H -3.057 1.779 -0.258
C -2.054 1.714 0.164
C -1.358 -0.699 -0.198
H -3.475 -1.078 -0.212
H 2.764 1.105 1.246
N -1.282 0.737 -0.700
H -1.762 0.717 -1.599
H -0.004 2.085 -1.642
O 3.758 -1.268 -1.676
I 1.142 -3.574 -1.847
H -4.101 0.314 1.522
H 0.384 1.661 1.134
H 1.378 2.573 0.041
H -1.594 2.693 0.055
C 2.134 0.653 0.476
H 4.626 -0.153 1.179
H 1.826 -0.332 0.841
```

The total energy is -1047.77650 a.u. Its total charge is +1. The SMILES is CC(=O)OCCC[N@@H+]1CCCC[C@H]1CC(=O)I. Its multiplicity is 1. The highest occupied orbital energy is -12.45 eV.